Entry 1:
# C3H9NO2

A 2-piece molecular cluster, C3H9NO2 overall in a non-equilibrium geometry (ωB97M-V with the def2-TZVPD basis set, OMol25).

Properties
largest force on an atom	2.61	eV/A
HOMO	-9.2	eV
energy above the lowest of the compared OMol25 structures with the same formula, charge and spin	1.312	eV
SMILES string	CC(=O)O.CN
orbital gap	9.80	eV

The geometry in XYZ format:
```
15
Properties=species:S:1:pos:R:3:forces:R:3:mulliken_charge:R:1
N 0.67734 -0.13722 1.96048 0.43 -0.20 0.11 -0.5473
H 0.77564 -2.21828 1.99066 -0.58 0.04 -0.55 0.2465
H 0.47718 0.61226 1.31056 0.15 -0.18 -0.23 0.2201
H -1.75471 -0.20643 -0.08203 0.85 -0.72 -0.07 0.2905
O 0.26090 1.64657 -1.33441 0.92 0.68 0.49 -0.4391
H -2.01992 1.39303 -0.45348 0.63 0.44 -0.36 0.3278
H 1.04441 1.92791 -1.83505 -0.29 -0.62 -0.32 0.3276
H -2.43227 0.19559 -1.63335 -0.10 -0.20 0.20 0.3174
H 0.57336 -1.45822 0.37217 0.17 -0.53 -0.90 0.2463
C -0.42675 0.58496 -1.78575 -0.72 0.92 0.69 0.7165
H 2.16329 -1.57609 1.36194 0.09 0.39 -1.13 0.2737
H 1.44888 0.18795 2.53251 -0.23 0.09 0.06 0.2199
C 1.08321 -1.41232 1.30449 -0.04 0.42 2.57 -0.6607
C -1.65670 0.47566 -0.91505 -1.70 -0.21 -0.54 -1.0013
O -0.21385 -0.01538 -2.79370 0.42 -0.32 -0.03 -0.5381
```
Forces are in eV/Å.

=====

Entry 2:
# C3H9NO2

A 2-piece molecular cluster, C3H9NO2 overall (ωB97M-V with the def2-TZVPD basis set, OMol25).

Properties
largest force on an atom	0.68	eV/A
HOMO	-9.7	eV
energy above the lowest of the compared OMol25 structures with the same formula, charge and spin	0.959	eV
SMILES string	CC(N)=O.CO
orbital gap	10.47	eV

The geometry in XYZ format:
```
15
Properties=species:S:1:pos:R:3:forces:R:3:mulliken_charge:R:1
H -0.58286 1.37222 -1.66701 -0.03 -0.25 -0.06 0.2860
H -1.66060 2.41747 -0.78501 -0.28 -0.12 0.17 0.3854
H -3.22816 0.27172 -0.93583 0.10 0.18 0.00 0.1804
H -2.85884 -0.95888 0.22135 -0.11 -0.01 -0.13 0.2437
C -1.38324 0.38985 0.07058 0.10 -0.28 -0.54 0.6434
H -0.07155 2.01277 -0.12197 -0.07 0.06 -0.03 0.2729
O 2.80527 -1.70336 -0.23231 0.24 -0.31 -0.05 -0.5367
H 1.76296 -0.01826 0.28559 -0.25 -0.09 0.32 0.0443
H 2.26323 -2.49637 -0.30929 -0.01 0.34 0.16 0.3011
H 1.67616 -1.35978 1.49449 -0.16 0.21 -0.05 0.2211
O -0.66965 -0.16714 0.88257 -0.29 0.17 0.18 -0.5761
C -0.93003 1.62069 -0.66532 0.48 0.48 0.05 -1.0449
N -2.56809 -0.15866 -0.31660 -0.07 -0.19 0.38 -0.3873
H 3.14448 -0.39415 1.29979 0.29 0.00 0.16 0.2576
C 2.30092 -0.82814 0.77897 0.07 -0.16 -0.56 -0.2909
```
Forces are in eV/Å.

=====

Entry 3:
# C3H9NO2

A 2-piece molecular cluster, C3H9NO2 overall in a non-equilibrium geometry (ωB97M-V with the def2-TZVPD basis set, OMol25).

Properties
largest force on an atom	3.91	eV/A
HOMO	-9.8	eV
energy above the lowest of the compared OMol25 structures with the same formula, charge and spin	2.723	eV
SMILES string	CNCC=O.O
orbital gap	10.53	eV

The geometry in XYZ format:
```
15
Properties=species:S:1:pos:R:3:forces:R:3:mulliken_charge:R:1
N 0.00192 -0.28014 1.80767 -1.67 0.41 0.56 -0.4185
H -0.94100 -0.66022 1.59738 0.94 0.12 -0.51 0.2747
H -0.89085 0.03357 3.85110 0.98 -1.23 -0.54 0.3454
C 0.34843 0.77562 0.84537 -1.07 -0.82 -0.43 -0.4870
H 0.82321 0.77835 3.48720 -2.49 -0.88 -0.63 0.2422
H -0.51913 -2.12535 -2.49430 0.40 0.16 -1.40 0.3153
C -0.25199 0.45296 3.04697 2.58 0.89 2.80 -0.8488
O -0.45015 -1.76716 -3.41019 -1.41 0.85 1.77 -0.6212
H 1.18699 -0.53029 -0.69269 -0.02 -0.49 -0.41 0.3962
O 0.02095 0.93588 -1.51749 0.93 -1.53 1.95 -0.4788
H -0.81052 1.37773 3.04042 -0.04 0.90 -1.32 0.3222
H 0.14310 -2.26437 -3.93297 1.00 -1.08 -0.41 0.3059
C 0.50280 0.31248 -0.56675 -0.32 1.64 -1.71 -0.0666
H -0.43064 1.50851 0.80221 -0.41 0.87 0.09 0.3653
H 1.26353 1.24702 1.15584 0.58 0.19 0.19 0.3537
```
Forces are in eV/Å.

=====

Entry 4:
# C3H9NO2

A 2-piece molecular cluster, C3H9NO2 overall in a non-equilibrium geometry (ωB97M-V with the def2-TZVPD basis set, OMol25).

Properties
largest force on an atom	3.56	eV/A
HOMO	-9.8	eV
energy above the lowest of the compared OMol25 structures with the same formula, charge and spin	1.203	eV
SMILES string	CCNC=O.O
orbital gap	10.57	eV

The geometry in XYZ format:
```
15
Properties=species:S:1:pos:R:3:forces:R:3:mulliken_charge:R:1
H 0.00547 0.36079 0.45690 -0.35 -0.63 0.24 0.2727
O 5.84992 -2.74168 -0.64787 0.57 0.79 -0.76 -0.6506
N -1.51202 1.62308 0.34755 -1.20 1.93 2.74 -0.1005
H -1.92538 2.20008 1.08425 0.30 0.27 -1.10 0.2694
H -1.43966 -1.67166 0.90992 -0.32 0.21 -0.17 0.2939
H -1.75698 3.07019 -1.02239 0.36 -0.31 -0.12 0.3278
H -0.99300 0.45622 1.93676 0.15 0.15 -0.54 0.3454
H 5.58150 -1.82199 -0.87232 0.32 -0.99 0.21 0.3258
H 6.67000 -2.89505 -1.16958 -0.89 0.21 0.55 0.3248
H -2.11554 -0.95556 -0.58664 0.37 0.42 0.44 0.3088
C -1.90060 -0.76713 0.47868 -0.42 -0.76 0.32 -0.9809
C -1.41379 2.01506 -0.89355 -1.26 0.43 -3.03 0.0194
C -1.03472 0.41884 0.83118 1.80 -2.12 0.41 -0.4661
H -2.85279 -0.57436 1.00096 0.10 -0.43 -0.28 0.2802
O -1.16243 1.28320 -1.85380 0.46 0.83 1.11 -0.5701
```
Forces are in eV/Å.

=====

Entry 5:
# C3H9NO2

One molecule with the formula C3H9NO2 in a non-equilibrium geometry (ωB97M-V with the def2-TZVPD basis set, OMol25).

Properties
largest force on an atom	6.75	eV/A
HOMO	-8.6	eV
energy above the lowest of the compared OMol25 structures with the same formula, charge and spin	5.386	eV
SMILES string	CN(C)OCO
orbital gap	9.39	eV

The geometry in XYZ format:
```
15
Properties=species:S:1:pos:R:3:forces:R:3:mulliken_charge:R:1
H -0.76908 2.00749 -0.41657 -0.03 0.11 -0.07 0.3254
H -1.71998 -0.38870 -1.15588 -0.03 -0.07 -0.09 0.3245
H 1.31194 0.50920 -1.03421 -0.40 0.04 0.38 0.2223
N -0.47810 0.12033 0.44942 0.89 -0.28 1.69 0.1423
H 2.88876 -1.62690 0.09215 -0.18 0.25 -0.15 0.2750
C -0.64412 1.54757 0.56966 0.25 -0.37 0.05 -0.9441
H 0.92926 -1.30064 -1.06702 -0.57 0.31 0.07 0.2509
C -1.51405 -0.69853 -0.12531 0.38 -0.15 0.43 -0.9209
O 0.91542 -0.44912 0.86067 -4.70 1.82 -2.25 -0.2643
H 0.22223 2.00784 1.04952 -0.07 -0.24 -0.03 0.2861
H -1.22771 -1.75238 -0.12366 0.03 0.16 0.04 0.2875
O 2.82142 -0.72092 -0.24504 -1.93 0.25 -1.20 -0.6179
H -2.43407 -0.59919 0.45974 -0.05 -0.06 -0.02 0.3163
C 1.22871 -0.42786 -0.48481 6.40 -1.83 1.15 -0.0295
H -1.53062 1.77184 1.17135 0.02 0.06 0.02 0.3465
```
Forces are in eV/Å.

=====

Entry 6:
# C3H9NO2

A 2-piece molecular cluster, C3H9NO2 overall in a non-equilibrium geometry (ωB97M-V with the def2-TZVPD basis set, OMol25).

Properties
largest force on an atom	1.09	eV/A
HOMO	-9.7	eV
energy above the lowest of the compared OMol25 structures with the same formula, charge and spin	1.540	eV
SMILES string	NCCC=O.O
orbital gap	10.52	eV

The geometry in XYZ format:
```
15
Properties=species:S:1:pos:R:3:forces:R:3:mulliken_charge:R:1
C -0.41303 -1.41593 0.97292 0.42 0.53 0.33 -0.5140
C -0.90918 0.60472 -0.46890 0.15 0.10 0.04 -0.0497
H -1.37330 -1.93659 0.92223 -0.06 -0.04 -0.25 0.2749
H 0.92960 -2.99740 0.65910 -0.24 -0.02 0.09 0.1917
H -0.29623 -1.31889 -1.13809 0.34 -0.02 -0.53 0.3154
H 0.62167 -2.62894 2.25263 0.05 -0.26 -0.01 0.2081
H 0.95134 -0.31497 -0.23784 0.18 -0.21 -0.35 0.2952
H -0.49558 -0.69444 1.79440 -0.08 -0.03 -0.10 0.3681
O -0.42592 1.70764 -0.38830 -0.11 0.00 -0.05 -0.4600
C -0.08068 -0.63836 -0.32379 -0.68 -0.14 0.83 -0.4331
H 0.96730 3.03347 -1.74349 -0.12 0.46 -0.12 0.3302
H -1.99833 0.50502 -0.63830 0.01 -0.13 0.03 0.3438
N 0.72215 -2.26060 1.32072 0.06 0.20 -0.05 -0.5474
O 0.95509 3.98831 -1.93196 0.13 -0.47 0.29 -0.6312
H 0.84512 4.36697 -1.05133 -0.04 0.03 -0.16 0.3078
```
Forces are in eV/Å.

=====

Entry 7:
# C3H9NO2

A 2-piece molecular cluster, C3H9NO2 overall in a non-equilibrium geometry (ωB97M-V with the def2-TZVPD basis set, OMol25).

Properties
largest force on an atom	1.94	eV/A
HOMO	-10.4	eV
energy above the lowest of the compared OMol25 structures with the same formula, charge and spin	3.992	eV
SMILES string	CON=O.CC
orbital gap	10.72	eV

The geometry in XYZ format:
```
15
Properties=species:S:1:pos:R:3:forces:R:3:mulliken_charge:R:1
H 2.86175 -2.25253 -0.07448 -0.08 0.03 0.01 0.2671
C -0.91739 0.59741 -0.54314 -0.14 0.05 0.05 -0.7060
H -0.79299 0.04008 0.38402 0.04 -0.05 -0.05 0.2468
H -0.06194 1.25966 -0.66264 0.14 -0.02 0.00 0.3157
H 1.99653 -1.04892 -1.06574 -0.03 -0.04 0.06 0.2221
H -0.92587 -0.10833 -1.37217 0.08 -0.08 -0.05 0.3154
H 1.08209 -2.11186 0.04330 0.05 0.01 -0.03 0.3337
O 1.24973 0.20152 2.67920 0.34 -1.06 -1.59 -0.3592
C 2.01506 -1.56534 -0.10515 -0.21 -0.45 -0.39 -0.5429
O 2.17999 -0.60772 0.91483 0.42 1.02 0.87 -0.1528
H -2.20599 2.09329 0.32803 -0.08 0.08 0.04 0.3096
H -3.06739 0.73651 -0.39947 -0.11 0.02 0.01 0.3106
H -2.33247 1.96794 -1.42715 -0.09 0.08 -0.04 0.3021
N 1.12942 -0.59982 1.80922 -0.42 0.48 1.14 0.2126
C -2.21054 1.39810 -0.50865 0.11 -0.07 -0.02 -1.0748
```
Forces are in eV/Å.

=====

Entry 8:
# C3H9NO2

A 2-piece molecular cluster, C3H9NO2 overall (ωB97M-V with the def2-TZVPD basis set, OMol25).

Properties
largest force on an atom	0.91	eV/A
HOMO	-9.7	eV
energy above the lowest of the compared OMol25 structures with the same formula, charge and spin	0.920	eV
SMILES string	CN(C)C=O.O
orbital gap	10.50	eV

The geometry in XYZ format:
```
15
Properties=species:S:1:pos:R:3:forces:R:3:mulliken_charge:R:1
H 0.22740 -2.12955 -0.29042 -0.18 0.05 -0.25 0.3903
N -0.10147 -0.23241 -1.04790 0.43 -0.29 -0.05 0.0718
C -0.20036 -1.13942 -0.05578 0.07 -0.16 0.15 -0.0239
H -0.22959 1.79471 -1.55829 0.01 0.07 0.08 0.3189
H 0.86337 0.22919 -2.84599 -0.05 -0.05 -0.02 0.3182
H -1.27399 1.26067 -0.20115 -0.07 0.18 -0.01 0.2737
H 0.46934 1.39706 0.07010 -0.11 0.60 -0.10 0.3631
O -0.66813 -0.92887 1.04814 -0.12 0.24 0.19 -0.6200
H 0.29341 -1.43942 -2.68990 0.23 -0.01 -0.14 0.3325
C -0.30078 1.17309 -0.67115 0.36 -0.84 0.07 -0.8809
C 0.77312 -0.61397 -2.16434 -0.39 0.24 0.01 -0.8997
H -0.07453 0.62232 2.11198 -0.13 -0.22 0.06 0.3736
H -0.23457 1.35998 3.44520 0.00 -0.03 -0.01 0.2971
H 1.77979 -0.90552 -1.84771 -0.13 0.06 0.04 0.3237
O 0.31738 1.31615 2.66005 0.07 0.17 -0.01 -0.6384
```
Forces are in eV/Å.